Record 1
Computed, not measured: 4 unconnected molecules or ions with the total composition C26H53N3O10 at a distorted geometry, with ωB97M-V/def2-TZVPD.

The value obtained for the total energy is -52767.152 eV. The value obtained for the energy relative to the best compared isomer or geometry (same formula, charge and spin) is 0.3300 eV. The molar mass comes out at 567.72 g/mol. The HOMO-LUMO gap comes out at 0.34596 hartree.

Each line ends with the Mulliken charge.
Geometry (Å):
C1 4.61 -3.45 -0.45  -1.800
C2 4.27 -1.95 -0.44  1.011
C3 4.79 -1.19 -1.67  -1.216
N1 3.89 -0.13 -2.12  -0.181
C4 2.71 -0.53 -2.89  -0.092
C5 2.60 -2.02 -3.21  -0.415
O1 3.16 -2.61 -4.14  -0.648
N2 1.71 -2.60 -2.28  -0.150
C6 0.93 -1.55 -1.61  -0.234
C7 1.32 -0.19 -2.27  2.036
C8 1.43 1.02 -1.36  -1.769
C9 1.88 0.76 0.09  0.754
C10 0.80 1.14 1.11  -0.996
C11 0.34 -0.01 -3.45  -1.462
C12 -1.08 0.45 -3.05  -0.884
C13 -2.20 -0.56 -3.33  -0.731
C14 -2.73 -1.33 -2.12  -0.762
N3 -2.87 -0.48 -0.92  -0.576
H1 5.48 -3.68 0.15  0.377
H2 3.79 -4.01 -0.01  0.383
H3 4.76 -3.84 -1.46  0.430
H4 4.72 -1.50 0.44  0.581
H5 3.20 -1.82 -0.33  -0.684
H6 5.71 -0.71 -1.37  0.461
H7 5.07 -1.88 -2.47  0.419
H8 4.42 0.51 -2.68  0.349
H9 2.76 0.03 -3.83  0.716
H10 2.16 -3.27 -1.67  0.369
H11 0.93 -1.61 -0.52  0.327
H12 -0.11 -1.78 -1.87  -0.742
H13 2.14 1.71 -1.81  0.203
H14 0.49 1.56 -1.32  0.865
H15 2.22 -0.25 0.24  -0.319
H16 2.75 1.40 0.28  0.159
H17 0.00 0.40 1.06  0.237
H18 0.43 2.12 0.86  0.443
H19 1.21 1.16 2.11  -0.254
H20 0.24 -0.97 -3.96  0.590
H21 0.78 0.66 -4.18  0.506
H22 -1.12 0.78 -2.03  0.554
H23 -1.30 1.33 -3.65  0.310
H24 -3.05 -0.07 -3.80  0.380
H25 -1.86 -1.30 -4.05  0.270
H26 -3.72 -1.69 -2.38  0.517
H27 -2.14 -2.22 -1.90  0.336
H28 -1.94 -0.40 -0.52  0.101
H29 -3.43 -0.95 -0.23  0.292
C15 0.05 6.64 5.43  -1.117
C16 -0.38 5.30 4.88  -0.162
O2 0.30 4.98 3.66  -0.368
C17 1.55 4.54 3.80  0.833
O3 2.13 4.37 4.84  -0.567
O4 2.05 4.30 2.59  -0.330
C18 3.42 3.88 2.60  -0.620
H30 -0.08 7.42 4.68  0.297
H31 -0.55 6.90 6.31  0.368
H32 1.10 6.63 5.73  0.310
H33 -1.43 5.32 4.62  0.313
H34 -0.23 4.50 5.61  0.268
H35 3.57 3.05 3.29  0.248
H36 4.06 4.71 2.88  0.345
H37 3.66 3.56 1.59  0.193
C19 -6.51 0.62 -2.65  -1.016
C20 -7.22 0.94 -3.95  -0.253
O5 -7.57 -0.26 -4.67  -0.352
C21 -8.64 -0.90 -4.22  0.790
O6 -9.35 -0.56 -3.31  -0.554
O7 -8.82 -1.98 -4.98  -0.342
C22 -9.92 -2.80 -4.59  -0.638
H38 -5.65 -0.02 -2.83  0.176
H39 -6.17 1.54 -2.17  0.371
H40 -7.17 0.09 -1.96  0.364
H41 -6.57 1.49 -4.62  0.305
H42 -8.11 1.54 -3.78  0.341
H43 -10.84 -2.22 -4.53  0.298
H44 -9.72 -3.28 -3.63  0.290
H45 -10.02 -3.56 -5.36  0.222
C23 4.02 -3.81 3.55  -0.883
C24 3.33 -3.82 4.90  -0.315
O8 3.37 -2.53 5.52  -0.388
C25 2.49 -1.65 5.06  0.798
O9 1.66 -1.86 4.21  -0.570
O10 2.67 -0.50 5.70  -0.389
C26 1.82 0.56 5.26  -0.360
H46 5.04 -3.43 3.65  0.302
H47 4.06 -4.83 3.14  0.391
H48 3.49 -3.18 2.84  0.158
H49 3.86 -4.48 5.59  0.307
H50 2.30 -4.17 4.82  0.321
H51 0.77 0.26 5.29  0.317
H52 2.09 0.85 4.25  -0.011
H53 1.97 1.39 5.93  0.253

Record 2
Computed, not measured: C4H7NO in the gas phase at a distorted geometry, with ωB97M-V/def2-TZVPD.

The value obtained for the total energy is -7796.673 eV. The value obtained for the energy relative to the best compared isomer or geometry (same formula, charge and spin) is 2.9718 eV. The molar mass comes out at 85.11 g/mol. The HOMO-LUMO gap comes out at 0.39374 hartree.

Each line ends with the natural charge from an NBO analysis.
Geometry (Å):
C1 -0.60 0.82 0.32  0.273
C2 0.36 1.56 -0.58  -0.130
C3 -0.26 -0.41 -0.42  0.013
C4 0.52 -1.58 0.13  -0.621
N1 -1.17 1.12 1.44  -0.606
O1 0.56 0.37 -1.36  -0.529
H1 0.02 2.42 -1.24  0.207
H2 1.29 1.92 0.09  0.194
H3 -1.15 -0.73 -0.89  0.194
H4 1.47 -1.50 0.54  0.223
H5 0.79 -2.23 -0.81  0.227
H6 -0.16 -2.06 0.89  0.213
H7 -1.66 0.30 1.88  0.341

Record 3
Computed, not measured: C3H4S4 in the gas phase at a distorted geometry, with ωB97M-V/def2-TZVPD.

The value obtained for the total energy is -46514.377 eV. The value obtained for the energy relative to the best compared isomer or geometry (same formula, charge and spin) is 1.6041 eV. The molar mass comes out at 168.33 g/mol. The HOMO-LUMO gap comes out at 0.27980 hartree.

Each line ends with the natural charge from an NBO analysis.
Geometry (Å):
C1 2.90 0.29 0.16  -0.057
C2 1.93 -0.30 -0.41  -0.522
C3 -0.69 0.58 -0.70  -0.662
S1 -1.01 2.12 0.30  -0.001
S2 0.89 0.56 -1.62  0.278
S3 4.32 0.84 0.48  0.207
S4 1.40 -1.99 -0.12  0.057
H1 -0.54 -0.38 -0.19  0.246
H2 -1.54 0.63 -1.35  0.237
H3 -0.38 1.70 1.27  0.096
H4 1.93 -2.41 -1.20  0.123

Record 4
Computed, not measured: a gas-phase ion, C5HF3NO3S (charge -1) at a distorted geometry, with ωB97M-V/def2-TZVPD.

The value obtained for the total energy is -31816.957 eV. The value obtained for the energy relative to the best compared isomer or geometry (same formula, charge and spin) is 1.7643 eV. Its net charge is -1. The molar mass comes out at 212.13 g/mol. The HOMO-LUMO gap comes out at 0.25686 hartree.

Each line ends with the natural charge from an NBO analysis.
Geometry (Å):
C1 -0.18 0.80 1.14  -0.191
C2 -1.96 -0.31 -0.31  -0.479
C3 1.41 0.65 -0.61  0.046
C4 -3.30 -0.46 -0.57  0.705
C5 2.78 0.09 -0.73  0.902
N1 0.81 0.73 0.43  -0.269
O1 -3.04 0.83 -0.32  -0.551
O2 -4.22 -1.17 -0.91  -0.632
O3 -0.58 -1.89 1.20  -0.964
F1 3.22 0.27 -2.01  -0.332
F2 3.71 0.62 0.19  -0.356
F3 2.88 -1.23 -0.59  -0.312
S1 -1.34 -0.66 1.28  1.231
H1 -0.18 1.73 1.79  0.202

Record 5
Computed, not measured: C5H4N2 in the gas phase, with ωB97M-V/def2-TZVPD.

The value obtained for the total energy is -8227.633 eV. The value obtained for the energy relative to the best compared isomer or geometry (same formula, charge and spin) is 1.8607 eV. The molar mass comes out at 92.10 g/mol. The HOMO-LUMO gap comes out at 0.36159 hartree.

Each line ends with the natural charge from an NBO analysis.
Geometry (Å):
C1 -1.70 -1.19 1.94  -0.218
C2 -1.04 -0.55 1.16  -0.019
C3 -0.14 0.05 0.23  -0.248
C4 -0.39 0.53 -1.04  -0.011
N1 0.82 0.80 -1.57  -0.325
N2 1.85 0.54 -0.75  -0.252
C5 1.27 0.09 0.35  -0.017
H1 -2.23 -1.86 2.57  0.235
H2 -1.31 0.67 -1.59  0.228
H3 1.03 1.13 -2.50  0.411
H4 1.86 -0.22 1.21  0.217

Record 6
Computed, not measured: a molecular structure, C24H20N7ORuS3, with ωB97M-V/def2-TZVPD.

The value obtained for the total energy is -72773.947 eV. The value obtained for the energy relative to the best compared isomer or geometry (same formula, charge and spin) is 1.8102 eV. As for the spin multiplicity: 6. The molar mass comes out at 619.74 g/mol. The HOMO-LUMO gap (alpha / beta) comes out at 0.16961 / 0.13643 hartree.

Each line ends with the Mulliken spin population.
Geometry (Å):
Ru1 -0.04 0.37 -1.99  2.219
C1 0.67 2.32 0.49  0.039
C2 1.02 0.97 -0.09  -0.094
N1 0.13 -0.05 0.00  0.195
N2 0.53 -1.27 0.39  0.268
C3 -0.04 -2.24 -0.31  -0.035
S1 -0.90 -1.95 -1.74  0.462
S2 0.08 -3.88 0.24  0.019
C4 1.20 -3.76 1.68  0.009
C5 0.47 -3.76 2.99  -0.002
C6 0.03 -2.56 3.55  0.006
C7 -0.65 -2.55 4.75  0.000
C8 -0.90 -3.74 5.42  0.000
C9 -0.46 -4.94 4.87  0.000
C10 0.22 -4.95 3.67  -0.001
C11 2.43 0.55 -0.22  0.149
C12 3.44 0.88 0.66  -0.102
C13 4.71 0.33 0.49  0.243
C14 4.98 -0.55 -0.58  -0.064
C15 4.02 -0.87 -1.49  0.141
C16 2.72 -0.31 -1.33  0.130
O1 1.81 -0.51 -2.20  0.297
H1 0.29 2.19 1.50  0.004
H2 1.55 2.95 0.51  0.005
H3 -0.10 2.83 -0.09  -0.052
H4 1.85 -4.63 1.59  0.000
H5 1.80 -2.87 1.55  0.000
H6 0.22 -1.63 3.02  -0.007
H7 -1.00 -1.61 5.17  0.000
H8 -1.44 -3.74 6.36  0.000
H9 -0.65 -5.87 5.39  0.000
H10 0.57 -5.88 3.25  0.000
H11 3.25 1.54 1.50  0.001
H12 5.49 0.55 1.20  0.008
H13 5.98 -0.96 -0.68  0.001
H14 4.20 -1.51 -2.33  -0.001
N3 -0.15 0.54 -3.97  -0.028
C17 0.01 0.20 -5.09  0.064
N4 0.06 -0.17 -6.27  0.064
C18 0.99 0.07 -7.17  -0.010
N5 1.76 0.24 -8.01  0.025
N6 -4.55 5.60 -1.04  0.038
C19 -4.60 4.34 -0.49  0.019
S3 -5.75 3.99 0.66  0.239
C20 -3.60 3.40 -0.91  0.257
C21 -3.57 2.07 -0.40  0.020
C22 -2.60 1.20 -0.75  0.116
N7 -1.58 1.54 -1.63  0.153
C23 -1.62 2.80 -2.17  0.106
C24 -2.56 3.71 -1.85  0.017
H15 -5.35 6.18 -0.84  0.000
H16 -4.10 5.75 -1.93  0.000
H17 -4.35 1.76 0.28  0.024
H18 -2.56 0.19 -0.36  0.016
H19 -0.84 3.02 -2.89  0.020
H20 -2.49 4.68 -2.33  0.021